# C6H14IN3O3P

A 2-piece molecular cluster, C6H14IN3O3P overall in a non-equilibrium geometry (ωB97M-V/def2-TZVPD, the OMol25 dataset).

```
28
Properties=species:S:1:pos:R:3:forces:R:3
C -3.21617 -1.79158 -1.80318 0.060 0.316 -0.056
C -2.04251 -1.84785 -2.01216 -0.169 -0.037 0.262
N -0.65734 -1.96364 -2.18117 -0.357 -0.009 0.753
C 0.12663 -1.52223 -0.94491 0.161 0.211 0.320
C -0.31937 -0.21136 -0.32266 0.462 0.373 0.276
C -0.36381 -0.27390 1.22169 -0.708 -0.409 -0.379
N -1.09169 -1.41239 1.77779 0.404 0.122 -0.058
P -0.18235 -1.30419 -3.88810 0.014 -0.152 -1.006
O 1.25064 -2.03692 -3.91538 -0.053 0.402 0.200
I 0.38081 1.01524 -3.55472 -0.056 -0.180 0.107
H -4.25984 -1.64321 -1.61384 0.134 -0.171 -0.084
H -0.47689 -2.97024 -2.27463 0.195 0.041 -0.222
H 1.17428 -1.47109 -1.23193 0.013 -0.124 -0.237
H 0.02633 -2.32754 -0.22018 -0.150 -0.147 -0.053
H -1.26323 0.17255 -0.70334 -0.189 -0.302 -0.114
H 0.42437 0.54510 -0.56313 -0.091 0.162 -0.063
H -0.86248 0.63347 1.54504 0.237 0.203 0.113
H 0.65808 -0.25405 1.58305 -0.001 -0.032 0.319
H -1.80158 -1.77888 1.16148 -0.136 -0.031 0.059
H -0.47893 -2.15148 2.08394 -0.093 -0.146 0.034
H 1.96919 -1.50635 -3.53910 0.224 -0.202 -0.104
C 1.93609 3.97408 2.90642 0.097 0.051 -0.124
N 1.11624 2.77200 2.59178 0.024 0.026 -0.013
O 1.21788 2.28053 1.48119 0.139 0.124 -0.130
O 0.39380 2.35351 3.46381 -0.072 -0.039 0.086
H 2.52526 4.22533 2.03344 -0.013 -0.033 -0.028
H 1.24940 4.77353 3.16616 -0.016 -0.026 0.081
H 2.56717 3.72154 3.75266 -0.060 0.010 0.061
```
Positions in Å, forces in eV/Å.

Frontier orbital gap   8.17 eV
Max |F|   1.018 eV Å⁻¹
Total charge   +1

Atom charges from the Löwdin analysis, given in e for atoms 1 to 4: atom 1 (C): 0.207, atom 2 (C): -0.213, atom 3 (N): -0.246, atom 4 (C): -0.156

=====

# C3H12N2O

A 2-piece molecular cluster, C3H12N2O overall in a non-equilibrium geometry (ωB97M-V/def2-TZVPD, the OMol25 dataset).

```
18
Properties=species:S:1:pos:R:3:forces:R:3
N -0.30302 -1.71809 -1.22040 -0.564 -0.030 -0.453
C -1.00131 -0.62450 -0.52592 0.592 0.483 0.175
C -0.07377 0.60567 -0.38415 -0.410 -0.607 0.959
C -0.28563 1.31190 0.95560 0.676 0.969 0.500
N 0.29228 2.67899 1.02720 -0.403 -0.051 -0.586
H -0.40127 -1.57452 -2.22095 0.339 0.110 -0.035
H -0.79575 -2.59122 -1.07303 -0.040 -0.100 0.228
H -1.24745 -0.95548 0.48276 -0.009 -0.184 -0.001
H -1.93593 -0.32965 -1.00964 -0.062 -0.053 -0.004
H 0.94921 0.24236 -0.33892 0.222 0.010 -0.529
H -0.19876 1.32298 -1.18924 0.057 0.008 -0.236
H 0.22809 0.82188 1.78732 -0.194 -0.650 -0.274
H -1.33600 1.35506 1.24854 -0.061 0.178 -0.155
H 1.22949 2.68843 0.62645 -0.023 -0.265 0.272
H -0.22270 3.26936 0.38444 -0.180 0.209 0.060
O 1.73137 -2.52736 0.58124 -0.160 -0.991 -0.123
H 1.23048 -2.16715 -0.16617 -0.152 0.208 -0.145
H 2.14067 -1.80866 1.03487 0.372 0.756 0.348
```
Positions in Å, forces in eV/Å.

Frontier orbital gap   10.38 eV
SMILES string   NCCCN.O
Energy relative to the best compared isomer or geometry (same formula, charge and spin)   4.1 kcal per mole
Max |F|   1.283 eV Å⁻¹

Atom charges from the Löwdin analysis, given in e for atoms 1 to 4: atom 1 (N): -0.026, atom 2 (C): -0.267, atom 3 (C): -0.200, atom 4 (C): -0.297

=====

Which of these has the highest max |F|? C3H12N2O